ORCA calculation (ωB97M-V/def2-TZVPD) on an isolated ion of composition C5H14N3 and charge +1.

LUMO ... -3.3 eV
DFT total energy ... -9874.724 eV
Charge ... +1
Highest occupied orbital energy ... -11.60 eV
SMILES string ... C[C@@H]([NH3+])C/C(N)=C/N
Frontier orbital gap ... 8.3 eV
ΔE to the lowest compared entry with this formula, charge and spin ... 2.442 eV

Last column: Löwdin charge in e.
CARTESIAN COORDINATES (ANGSTROEM)
C (1.147, -2.716, 0.496)  -0.07
C (0.036, -1.741, 0.381)  -0.41
N (-0.338, -1.035, 1.616)  0.15
C (0.287, -0.748, -0.761)  -0.11
C (-0.138, 0.713, -0.546)  -0.35
N (-1.558, 0.855, -0.173)  0.04
C (0.603, 1.815, -0.773)  -0.12
N (0.059, 3.144, -0.730)  0.06
H (1.026, -3.525, 1.118)  0.05
H (2.148, -2.264, 0.905)  0.14
H (1.448, -3.107, -0.483)  0.11
H (-0.828, -2.534, 0.151)  0.20
H (-1.107, -0.299, 1.458)  0.14
H (-0.740, -1.778, 2.331)  0.22
H (0.525, -0.417, 1.976)  0.23
H (1.341, -0.623, -0.968)  0.11
H (-0.154, -1.153, -1.666)  0.13
H (-1.785, 1.885, -0.002)  0.10
H (-2.141, 0.368, -0.886)  0.12
H (1.693, 1.685, -0.976)  0.13
H (0.680, 3.850, -0.523)  0.05
H (-0.863, 3.238, -0.209)  0.10

Forces on the atoms, in the same order (eV/Å):
C 4.2 2.0 0.0
C -2.2 -2.1 -1.8
N 0.3 0.6 3.0
C 0.0 1.7 0.0
C -1.5 -0.1 0.0
N 0.7 0.7 0.0
C 0.1 0.4 0.5
N -2.4 -3.3 0.3
H -0.9 -1.9 1.5
H -1.7 -0.3 -0.8
H -0.4 0.2 0.1
H 1.0 2.4 0.3
H 0.7 -0.9 -0.6
H 1.5 2.2 -1.3
H -2.3 -2.0 -0.5
H 0.5 -0.6 0.0
H -0.2 0.0 -0.2
H -0.2 -2.5 -0.7
H 0.2 1.1 0.8
H -1.1 0.5 0.0
H 1.5 1.7 0.5
H 2.1 0.2 -1.1